<P>
The following is a DFT calculation (ωB97M-V/def2-TZVPD) of CH4FNS2 as an isolated structure.

Calculated values
Frontier orbital gap (eV): 8.530
Highest occupied orbital energy (eV): -9.5

The geometry in ORCA input format:
```
! wB97M-V def2-TZVPD RIJCOSX def2/J DEFGRID3
* xyz 0 1
C 0.30 -0.03 -0.45
N 0.08 -0.68 0.79
F -1.56 -2.78 -0.23
S -0.84 0.26 2.00
S 0.14 -2.26 0.90
H 0.20 -0.58 -1.36
H -0.56 0.69 -0.48
H 1.26 0.32 -0.48
H 0.02 1.28 1.98
*
```

---

<Q>
The following is a DFT calculation (ωB97M-V/def2-TZVPD) of a 2-piece molecular cluster, CH4FNS2 overall.

Calculated values
Frontier orbital gap (alpha / beta) (eV): 7.131 / 7.129
Highest occupied orbital energy (alpha / beta) (eV): -8.7 / -8.7
SMILES: C[N+](=S)[S-].F

The geometry in ORCA input format:
```
! wB97M-V def2-TZVPD RIJCOSX def2/J DEFGRID3
* xyz 0 1
C -0.41 0.17 -0.63
N -0.85 -1.15 -0.19
F 1.77 1.29 1.36
S -1.94 -1.12 0.93
S -0.15 -2.44 -0.91
H -1.37 0.66 -1.15
H -0.06 0.81 0.22
H 0.46 0.09 -1.37
H 2.54 1.68 1.74
*
```

---

In terms of stability, <Q> leads; the second structure lies 0.641 eV higher.

---

<P>
The following is a DFT calculation (ωB97M-V/def2-TZVPD) of a 2-piece molecular cluster, C6H14NO overall.

Calculated values
Frontier orbital gap (alpha / beta) (eV): 5.724 / 6.072
Highest occupied orbital energy (alpha / beta) (eV): -1.7 / -1.9

The geometry in ORCA input format:
```
! wB97M-V def2-TZVPD RIJCOSX def2/J DEFGRID3
* xyz -1 1
C -1.80 -0.72 1.38
C 0.37 -0.61 -1.83
C 1.04 -1.08 0.59
C 1.01 2.48 -0.34
C -1.43 -1.01 -0.08
C 0.02 -0.72 -0.37
N 0.21 1.75 0.62
O 0.92 1.33 1.64
H -1.31 -1.43 2.05
H -1.46 0.28 1.62
H -2.88 -0.79 1.53
H 0.51 0.43 -2.16
H 1.30 -1.14 -2.06
H -0.42 -1.04 -2.45
H 1.22 -0.16 1.28
H 0.78 -1.88 1.29
H 2.01 -1.30 0.14
H 2.09 2.37 -0.16
H 0.79 2.15 -1.36
H 0.76 3.55 -0.29
H -1.68 -2.06 -0.31
H -2.05 -0.39 -0.72
*
```

---

<Q>
The following is a DFT calculation (ωB97M-V/def2-TZVPD) of an isolated ion of composition C6H14NO and charge -1.

Calculated values
Frontier orbital gap (eV): 6.199
Highest occupied orbital energy (eV): -2.4
SMILES: CC[C@@H](C)[C@@H](N)C[O-]

The geometry in ORCA input format:
```
! wB97M-V def2-TZVPD RIJCOSX def2/J DEFGRID3
* xyz -1 1
C -0.97 1.54 0.33
O -0.54 2.75 -0.08
C 0.23 0.56 0.68
C -0.32 -0.91 0.43
C -0.10 -1.85 1.63
C 0.38 -1.53 -0.74
C -0.16 -1.21 -2.11
N 1.47 0.99 0.08
H -1.72 1.12 -0.39
H -1.67 1.47 1.23
H 0.42 0.69 1.76
H -1.38 -0.70 0.32
H 0.97 -2.01 1.85
H -0.37 -2.86 1.30
H -0.47 -1.57 2.62
H 1.44 -1.22 -0.80
H 0.53 -2.62 -0.71
H 0.53 -1.41 -2.92
H -1.10 -1.72 -2.37
H -0.55 -0.20 -2.12
H 1.48 1.99 0.21
H 1.47 0.84 -0.92
*
```

---

In terms of stability, <Q> leads; the second structure lies 2.573 eV higher.

---

<P>
The following is a DFT calculation (ωB97M-V/def2-TZVPD) of C37H30BClF9N5O3PbSe as an isolated structure.

Calculated values
Frontier orbital gap (eV): 7.440
Highest occupied orbital energy (eV): -7.6

The geometry in ORCA input format:
```
! wB97M-V def2-TZVPD RIJCOSX def2/J DEFGRID3
* xyz 0 1
Pb -0.42 -0.29 -0.48
C 0.13 4.28 1.54
O 0.07 3.53 0.34
C -1.05 3.64 -0.41
C -2.08 4.54 -0.18
C -3.17 4.57 -1.05
C -3.24 3.73 -2.14
C -2.21 2.82 -2.37
C -1.13 2.77 -1.50
N -0.11 1.77 -1.66
N 0.71 2.04 -2.57
C 1.81 1.28 -2.82
C 2.39 0.36 -1.91
O 1.86 -0.02 -0.80
C 3.70 -0.15 -2.23
C 4.33 0.16 -3.38
C 3.74 1.04 -4.35
C 4.40 1.34 -5.55
C 3.84 2.20 -6.46
C 2.59 2.78 -6.17
C 1.93 2.49 -5.00
C 2.49 1.61 -4.05
H 0.13 5.35 1.34
H -0.70 4.03 2.20
H 1.07 4.01 2.02
H -2.05 5.21 0.66
H -3.97 5.27 -0.86
H -4.08 3.76 -2.81
H -2.24 2.12 -3.20
H 4.15 -0.82 -1.51
H 5.30 -0.26 -3.60
H 5.36 0.88 -5.75
H 4.34 2.43 -7.39
H 2.14 3.46 -6.88
H 0.97 2.94 -4.79
C -4.40 -2.29 -0.96
C -3.51 -2.49 0.17
N -2.82 -2.66 1.08
H -3.81 -2.20 -1.86
H -5.00 -1.39 -0.81
H -5.07 -3.15 -1.04
Cl 2.19 -4.23 4.11
C 1.19 -3.22 5.13
C 1.45 -3.19 6.49
C 0.67 -2.38 7.31
C -0.35 -1.62 6.77
C -0.60 -1.67 5.40
C 0.16 -2.47 4.56
C -0.12 -2.50 3.10
H 2.25 -3.79 6.89
H 0.87 -2.36 8.37
H -0.95 -0.99 7.40
H -1.40 -1.07 4.97
H -1.10 -2.10 2.85
H -0.05 -3.51 2.69
C 0.13 -3.99 0.12
N 1.51 -3.50 0.14
C 2.50 -3.96 -0.70
C 3.63 -3.30 -0.38
N 3.33 -2.45 0.67
C 4.24 -1.49 1.27
C 2.03 -2.58 0.96
Se 1.17 -1.37 2.13
H -0.08 -4.34 -0.89
H -0.56 -3.18 0.34
H 0.01 -4.80 0.84
H 2.29 -4.68 -1.47
H 4.62 -3.34 -0.80
H 5.26 -1.81 1.07
H 4.07 -1.46 2.34
H 4.06 -0.50 0.84
F -1.58 -2.82 -2.21
B -0.59 -2.27 -3.06
F -0.78 -0.85 -3.05
F -0.67 -2.78 -4.33
F 0.68 -2.53 -2.47
F -6.36 2.87 1.93
C -5.12 2.38 1.79
C -4.79 1.62 0.69
F -5.70 1.36 -0.26
C -3.50 1.12 0.56
F -3.21 0.38 -0.54
C -2.48 1.35 1.49
O -1.26 0.90 1.35
C -2.88 2.10 2.61
F -1.98 2.35 3.58
C -4.16 2.61 2.75
F -4.47 3.33 3.83
*
```

---

<Q>
The following is a DFT calculation (ωB97M-V/def2-TZVPD) of C37H30BClF9N5O3PbSe as an isolated structure.

Calculated values
Frontier orbital gap (eV): 7.199
Highest occupied orbital energy (eV): -7.3

The geometry in ORCA input format:
```
! wB97M-V def2-TZVPD RIJCOSX def2/J DEFGRID3
* xyz 0 1
Pb -0.82 0.06 -0.27
C -0.35 3.75 2.27
O -0.24 3.36 0.91
C -1.22 3.78 0.07
C -2.16 4.76 0.36
C -3.07 5.14 -0.62
C -3.05 4.58 -1.88
C -2.11 3.60 -2.17
C -1.21 3.19 -1.20
N -0.31 2.11 -1.41
N 0.50 2.28 -2.36
C 1.52 1.40 -2.60
C 2.03 0.51 -1.62
O 1.49 0.26 -0.49
C 3.28 -0.14 -1.92
C 3.92 0.03 -3.10
C 3.41 0.90 -4.11
C 4.07 1.07 -5.34
C 3.58 1.92 -6.29
C 2.40 2.63 -6.03
C 1.73 2.47 -4.85
C 2.22 1.60 -3.85
H -0.25 4.83 2.38
H -1.30 3.41 2.70
H 0.48 3.26 2.79
H -2.20 5.21 1.34
H -3.81 5.90 -0.38
H -3.76 4.89 -2.63
H -2.08 3.11 -3.14
H 3.66 -0.80 -1.15
H 4.85 -0.50 -3.30
H 4.99 0.51 -5.51
H 4.10 2.05 -7.23
H 2.00 3.30 -6.78
H 0.81 3.01 -4.67
C -4.06 -3.42 -0.56
C -3.08 -2.93 0.39
N -2.32 -2.51 1.15
H -3.68 -3.24 -1.57
H -5.01 -2.90 -0.42
H -4.21 -4.49 -0.42
Cl -0.49 -4.43 3.98
C 0.25 -3.23 5.00
C 0.31 -3.49 6.36
C 0.89 -2.57 7.21
C 1.39 -1.38 6.71
C 1.32 -1.13 5.35
C 0.75 -2.05 4.46
C 0.69 -1.71 3.01
H -0.09 -4.42 6.73
H 0.93 -2.78 8.27
H 1.84 -0.65 7.37
H 1.71 -0.20 4.96
H 0.27 -0.71 2.87
H 0.08 -2.39 2.43
C 0.48 -3.64 0.26
N 1.93 -3.60 0.19
C 2.66 -4.28 -0.76
C 3.96 -3.98 -0.56
N 4.01 -3.11 0.51
C 5.23 -2.50 1.02
C 2.76 -2.87 0.95
Se 2.50 -1.51 2.23
H 0.11 -4.19 -0.60
H 0.08 -2.63 0.17
H 0.16 -4.11 1.18
H 2.18 -4.89 -1.50
H 4.85 -4.28 -1.08
H 6.04 -3.22 0.93
H 5.11 -2.25 2.07
H 5.47 -1.60 0.46
F -1.35 -3.04 -2.12
B -0.42 -2.28 -2.86
F -0.73 -0.90 -2.65
F -0.47 -2.59 -4.20
F 0.86 -2.51 -2.33
F -7.07 3.41 -0.02
C -5.90 2.84 0.30
C -5.20 2.11 -0.64
F -5.68 1.96 -1.88
C -4.00 1.53 -0.29
F -3.32 0.81 -1.24
C -3.40 1.66 0.97
O -2.24 1.16 1.25
C -4.16 2.40 1.89
F -3.66 2.60 3.13
C -5.37 2.98 1.57
F -6.03 3.70 2.48
*
```

---

In terms of stability, <P> leads; the second structure lies 0.839 eV higher.

---

<P>
The following is a DFT calculation (ωB97M-V/def2-TZVPD) of C5H5NS as an isolated structure.

Calculated values
Frontier orbital gap (eV): 6.991
Highest occupied orbital energy (eV): -8.2

The geometry in ORCA input format:
```
! wB97M-V def2-TZVPD RIJCOSX def2/J DEFGRID3
* xyz 0 1
C -0.46 0.37 0.40
C 0.38 1.01 -0.43
C 1.02 -0.06 -1.24
C 0.28 -1.33 -0.94
C -0.61 -0.95 0.04
H -0.74 1.75 1.84
H -1.30 0.11 2.53
H 1.13 1.90 -0.20
H 0.58 -2.17 -1.52
H -1.44 -1.64 0.37
N -1.14 0.82 1.38
S 2.32 0.20 -2.23
*
```

---

<Q>
The following is a DFT calculation (ωB97M-V/def2-TZVPD) of one molecule with the formula C5H5NS.

Calculated values
Frontier orbital gap (eV): 8.242
Highest occupied orbital energy (eV): -8.7
SMILES: S/C=C1\C=CC=N1

The geometry in ORCA input format:
```
! wB97M-V def2-TZVPD RIJCOSX def2/J DEFGRID3
* xyz 0 1
C -1.59 -0.90 -0.04
C -0.33 -0.41 -0.04
C 0.19 0.92 -0.02
C 1.56 0.83 -0.10
C 1.84 -0.65 -0.07
H -2.36 1.15 0.00
H -1.66 -1.96 0.01
H -0.36 1.81 0.09
H 2.27 1.63 0.05
H 2.77 -1.06 0.21
N 0.74 -1.34 -0.04
S -3.06 -0.01 -0.04
*
```

---

In terms of stability, <Q> leads; the second structure lies 2.511 eV higher.